[1]
The following is a quantum chemistry calculation of a single C5H14N2 molecule at a distorted geometry, from the OMol25 dataset.

```
21
Properties=species:S:1:pos:R:3:forces:R:3:nbo_charge:R:1
C -2.144117 -0.175671 -0.649344 -0.80 -0.02 1.21 -0.428
N -0.779587 0.079963 -1.115745 -0.26 -1.35 -0.25 -0.656
C 0.338588 2.322421 -0.179104 1.12 -0.28 -0.77 -0.646
C 0.678836 0.975347 0.617685 -0.67 2.38 1.15 -0.413
C 0.419964 -0.230568 -0.298359 0.04 3.27 -0.91 -0.066
C 0.417766 -1.429688 0.538038 1.62 -2.07 -1.68 -0.240
N 1.831016 -1.872209 0.734079 0.01 -0.45 1.19 -0.840
H -2.136455 -0.429763 0.444384 0.17 0.22 -0.80 0.192
H -2.825330 0.758220 -0.680468 1.03 -1.38 -0.38 0.191
H -2.666377 -1.072565 -1.110963 0.60 1.18 0.16 0.191
H -0.613805 -0.236316 -2.058429 -0.32 -0.07 0.02 0.369
H -0.091080 3.107101 0.477825 0.63 -0.33 -0.45 0.208
H 1.220156 2.712372 -0.858593 -1.38 -0.58 1.76 0.196
H -0.413528 2.023426 -0.941461 0.34 0.54 0.82 0.245
H -0.006099 0.903085 1.531680 0.37 0.19 -1.23 0.178
H 1.675349 1.045588 1.142593 -0.69 -0.47 -1.08 0.226
H 1.256875 -0.140194 -1.021870 -0.37 -0.88 0.28 0.211
H -0.114488 -2.201624 0.019747 -0.77 -0.64 -0.06 0.182
H -0.029387 -1.208914 1.476095 -0.37 -0.10 0.88 0.191
H 2.179185 -2.715742 0.251711 -0.94 0.79 -0.41 0.362
H 1.802518 -2.214264 1.680500 0.64 0.06 0.55 0.348
```
Forces are in eV/Å.

* charge: 0
* Kohn-Sham gap: 0.3458 Eh
* SMILES: CC[C@@H](CN)NC
* energy relative to the best compared isomer or geometry (same formula, charge and spin): 47.1 kcal/mol
* E_tot: -308.347954 a.u.

[2]
The following is a quantum chemistry calculation of 2 unconnected molecules or ions with the total composition C5H14 at a distorted geometry, from the OMol25 dataset.

```
19
Properties=species:S:1:pos:R:3:forces:R:3:nbo_charge:R:1
C 1.320543 -1.556302 1.507279 0.23 -0.09 -0.08 -0.401
C 1.055895 -0.859237 0.186649 -0.11 -0.04 -1.40 -0.617
C 0.177297 -1.389932 2.500225 0.57 0.53 0.55 -0.602
H 1.527230 -2.614374 1.321096 -0.10 0.02 -0.01 0.197
H 2.236097 -1.180968 1.974800 -0.10 0.14 -0.01 0.196
H 0.502066 -1.524412 -0.487904 -0.32 0.11 0.25 0.203
H 0.085945 -0.319748 2.717599 -0.23 -0.07 -0.07 0.199
H -0.799846 -1.763339 2.201335 0.10 -0.14 -0.23 0.205
H 1.914796 -0.601864 -0.448830 0.31 -0.16 0.61 0.211
H 0.492092 0.074500 0.248564 -0.09 -0.11 0.38 0.201
H 0.471012 -1.839785 3.450420 -0.24 -0.20 0.00 0.207
C -1.472974 2.017763 -1.302972 0.08 -0.82 -0.21 -0.600
C -0.775877 1.398849 -2.530414 -0.24 0.19 1.20 -0.603
H -1.686379 3.068077 -1.412346 0.01 0.40 -0.06 0.202
H -2.409274 1.494558 -1.094993 -0.05 0.13 -0.07 0.199
H -0.844863 1.864487 -0.430841 0.05 0.17 0.21 0.198
H -1.274859 1.676585 -3.437534 -0.24 -0.06 -0.57 0.202
H 0.249485 1.734647 -2.570693 0.35 0.11 -0.18 0.200
H -0.768387 0.320497 -2.391440 0.03 -0.12 -0.32 0.202
```
Forces are in eV/Å.

* charge: 0
* Kohn-Sham gap: 0.4591 Eh
* SMILES: CCC.CC
* energy relative to the best compared isomer or geometry (same formula, charge and spin): 4.5 kcal/mol
* E_tot: -198.881962 a.u.

[3]
The following is a quantum chemistry calculation of 2 unconnected molecules or ions with the total composition C11H26Cl2N3O2 at a distorted geometry, from the OMol25 dataset.

```
44
Properties=species:S:1:pos:R:3:forces:R:3:nbo_charge:R:1
C 0.767324 4.940589 0.653983 -0.72 0.31 -0.57 -0.609
C -0.724813 5.044516 0.105974 1.89 -0.74 -0.09 -0.413
C -0.642855 5.041766 -1.470239 -0.12 1.04 0.40 -0.251
N -1.299423 3.895601 -2.148867 0.31 0.14 0.36 -0.459
C -1.105433 2.633071 -1.908603 -0.42 -0.67 -0.43 0.733
N -1.816264 1.672533 -2.714110 0.68 1.58 0.05 -0.829
N -0.181484 2.218243 -0.919377 -1.99 -0.19 -1.73 -0.664
C 0.395894 0.900195 -1.210472 1.17 -0.70 2.08 -0.044
Cl -0.622422 -0.387405 -0.425981 0.17 0.46 -0.81 -0.036
C 1.801824 0.869239 -0.490601 0.76 0.62 -0.96 -0.203
C 2.736242 1.904411 -1.243895 -0.70 -0.11 -0.04 -0.629
Cl 1.673754 1.275853 1.274382 -0.06 -0.27 -0.80 -0.039
H 1.173671 3.912436 0.561245 -0.41 0.65 0.34 0.222
H 0.780042 5.316222 1.695016 0.32 -0.38 -0.58 0.234
H 1.404163 5.576054 -0.007644 -0.37 -0.21 0.81 0.204
H -1.311033 4.187996 0.509309 0.13 0.73 -0.37 0.201
H -1.143102 5.988127 0.488052 -0.10 -0.45 -0.42 0.239
H 0.401477 5.107898 -1.858586 -0.70 -0.24 0.52 0.236
H -1.147392 5.977996 -1.807384 0.21 -0.96 -0.14 0.243
H -1.942475 4.122024 -2.903757 -0.05 -0.06 0.34 0.432
H -1.957149 2.090763 -3.638566 0.05 -0.32 0.11 0.387
H -2.762353 1.541642 -2.346969 0.37 -0.49 0.31 0.421
H -0.729050 2.152813 -0.051850 0.78 0.28 0.27 0.443
H 0.565928 0.708892 -2.285483 -0.50 0.09 0.64 0.252
H 2.276360 -0.130447 -0.551967 -0.71 0.49 0.09 0.251
H 2.861172 2.832873 -0.644295 -0.01 -0.70 -0.52 0.239
H 3.718396 1.474220 -1.517383 -0.54 0.21 0.44 0.246
H 2.225886 2.157443 -2.207705 0.54 0.03 0.68 0.196
C -1.212869 -5.543157 3.396889 0.07 0.00 0.14 -0.257
O 0.160719 -5.487644 3.042417 -0.23 -0.01 -0.22 -0.552
C 0.479076 -6.337652 1.947565 0.30 0.29 0.12 -0.090
C 0.569544 -5.558722 0.645077 -0.26 -0.35 -0.08 -0.089
O -0.691263 -5.014697 0.270360 0.07 0.18 0.22 -0.549
C -0.815115 -3.644472 0.606698 -0.03 -0.15 -0.11 -0.258
H -1.430496 -4.688022 4.037360 0.09 -0.04 0.02 0.189
H -1.864547 -5.496475 2.521353 0.03 -0.03 -0.02 0.178
H -1.416204 -6.462135 3.955694 -0.10 0.01 -0.03 0.174
H -0.246552 -7.152145 1.864893 -0.03 0.05 -0.07 0.179
H 1.456730 -6.779698 2.158845 0.00 -0.03 -0.03 0.189
H 0.873237 -6.242718 -0.152674 0.02 0.00 0.01 0.189
H 1.324756 -4.769761 0.716262 -0.01 0.01 0.09 0.170
H -0.257809 -3.037699 -0.113009 0.04 0.03 0.06 0.159
H -0.454928 -3.434546 1.616467 0.03 -0.02 0.01 0.185
H -1.871165 -3.376023 0.551579 0.01 -0.06 -0.06 0.186
```
Forces are in eV/Å.

* charge: +1
* Kohn-Sham gap: 0.2427 Eh
* E_tot: -1669.548691 a.u.

[4]
The following is a quantum chemistry calculation of a single CH7N5O molecule at a distorted geometry, from the OMol25 dataset.

```
14
Properties=species:S:1:pos:R:3:forces:R:3:nbo_charge:R:1
C -0.337136 -0.136169 -0.081003 -1.59 -2.54 -0.91 0.492
H 0.794151 2.621211 -0.436372 0.14 0.50 -0.41 0.356
H 1.069033 2.070522 1.089839 -1.53 -0.11 -1.61 0.349
H 1.596628 0.274758 0.030835 -1.76 0.12 -0.85 0.409
H -1.559549 1.383540 -0.153021 -0.89 -1.13 0.29 0.397
H -2.259242 -1.320625 0.049140 -0.36 0.75 0.21 0.492
H 1.373468 -1.888437 -0.950141 0.50 0.04 1.78 0.350
H 1.382645 -2.514806 0.576405 -0.13 -1.13 0.52 0.360
N 0.435952 1.960264 0.223269 1.56 0.85 1.94 -0.672
N 0.672240 0.669795 -0.314270 4.11 2.11 0.82 -0.479
N -1.556493 0.362677 -0.338773 -1.01 1.56 0.02 -0.326
N -0.219367 -1.403172 0.034462 1.21 -1.03 1.27 -0.457
N 1.229292 -1.674138 0.082912 -0.80 0.27 -2.82 -0.716
O -2.621621 -0.405426 0.186712 0.54 -0.24 -0.24 -0.554
```
Forces are in eV/Å.

* charge: 0
* Kohn-Sham gap: 0.3359 Eh
* SMILES: N/N=C(\NN)NO
* energy relative to the best compared isomer or geometry (same formula, charge and spin): 44.0 kcal/mol
* E_tot: -391.180922 a.u.